{"formula": "CH8N2P", "method": "ωB97M-V/def2-TZVPD", "spin_multiplicity": 1, "homo_lumo_gap_ev": 9.3, "total_charge": 1, "de_lowest_ev": 2.240, "elements": ["C", "H", "H", "H", "N", "H", "H", "P", "H", "H", "N", "H"], "xyz": [[-0.967, 0.288, -0.652], [0.817, 2.255, -0.157], [0.727, -0.819, -3.728], [2.417, 1.706, -0.601], [1.415, 1.471, -0.554], [-1.355, -0.259, -1.485], [-1.363, 1.357, -0.527], [0.832, -0.035, -0.941], [-1.523, -1.094, 0.981], [0.781, -0.233, -3.068], [-0.838, -0.423, 0.645], [-0.401, 0.230, 1.335]]}

=====

{"formula": "CH8N2S2", "method": "ωB97M-V/def2-TZVPD", "spin_multiplicity": 1, "homo_lumo_gap_ev": 9.6, "total_charge": 0, "smiles": "NCN.SS", "de_lowest_ev": 0.549, "elements": ["H", "H", "S", "H", "H", "H", "C", "N", "H", "S", "N", "H", "H"], "xyz": [[-0.934, -1.510, -0.734], [-0.747, -0.087, 0.021], [5.892, 1.124, 0.040], [-2.829, -0.629, -1.863], [4.376, 0.656, 2.176], [-3.330, 0.579, 0.770], [-2.540, -0.130, -0.939], [-1.428, -0.811, -0.185], [-3.902, -0.781, 0.287], [5.744, 0.745, 2.077], [-3.675, 0.145, -0.079], [5.403, -0.089, -0.329], [-2.030, 0.789, -1.241]]}

=====

{"formula": "CH8N3O", "method": "ωB97M-V/def2-TZVPD", "spin_multiplicity": 1, "homo_lumo_gap_ev": 12.1, "total_charge": 1, "de_lowest_ev": 0.756, "elements": ["H", "N", "N", "N", "H", "H", "H", "H", "O", "H", "H", "H", "C"], "xyz": [[1.418, -3.007, 1.282], [0.770, 0.620, -0.610], [-1.036, -0.254, 0.491], [-1.388, 1.602, -0.937], [-2.403, 1.640, -0.956], [1.355, -0.132, -0.357], [2.733, -2.233, 1.321], [1.208, 1.344, -1.264], [1.778, -2.105, 1.167], [-1.999, -0.085, 0.856], [-0.487, -0.948, 0.905], [-0.901, 2.444, -1.386], [-0.596, 0.674, -0.392]]}

=====

{"formula": "CH8N3OSi", "method": "ωB97M-V/def2-TZVPD", "spin_multiplicity": 1, "homo_lumo_gap_ev": 10.0, "total_charge": 1, "de_lowest_ev": 3.776, "elements": ["Si", "N", "H", "H", "C", "H", "N", "O", "H", "H", "N", "H", "H", "H"], "xyz": [[-2.086, 0.136, 0.222], [-0.739, -0.715, -0.595], [3.296, -1.090, 0.341], [0.729, -1.838, 0.492], [1.454, 0.018, 0.008], [0.095, 1.172, -0.597], [2.714, -0.167, 0.205], [1.100, 1.231, -0.367], [3.295, 0.711, -0.033], [-3.219, -0.579, -0.338], [0.518, -0.909, -0.017], [-0.737, -0.811, -1.581], [-1.765, 2.156, -0.166], [-2.000, 0.498, 1.699]]}

=====

{"formula": "CH8N3S", "method": "ωB97M-V/def2-TZVPD", "spin_multiplicity": 1, "homo_lumo_gap_ev": 8.3, "total_charge": 1, "de_lowest_ev": 2.719, "elements": ["C", "H", "H", "S", "N", "N", "H", "H", "H", "H", "H", "N", "H"], "xyz": [[1.700, 1.387, 0.440], [0.312, -2.549, 0.524], [-2.571, 1.426, 1.474], [-2.015, 0.604, 0.602], [1.115, -2.414, -0.053], [-1.851, 1.957, -0.600], [-1.148, 1.794, -1.340], [1.393, -1.403, 0.322], [1.641, -3.214, 0.187], [0.949, -2.319, -1.145], [1.178, 2.296, 0.152], [2.027, 0.289, 0.536], [-2.730, 2.145, -1.099]]}

=====

{"formula": "CH8N4", "method": "ωB97M-V/def2-TZVPD", "spin_multiplicity": 1, "homo_lumo_gap_ev": [8.8, 9.6], "total_charge": 2, "de_lowest_ev": 2.726, "elements": ["H", "N", "H", "H", "H", "N", "H", "H", "H", "N", "H", "C", "N"], "xyz": [[-0.910, 1.628, 0.691], [-0.793, -1.369, -0.170], [-1.101, -1.616, -1.115], [1.515, -1.050, 1.099], [-2.000, 0.727, -0.205], [1.533, 0.034, -0.691], [1.292, 0.720, 1.355], [1.758, 0.973, -1.026], [-0.736, 1.505, -0.986], [-0.983, 0.970, -0.120], [-0.531, -2.175, 0.405], [1.179, -0.109, 0.646], [-0.222, -0.238, 0.117]]}

=====

{"formula": "CH8N5", "method": "ωB97M-V/def2-TZVPD", "spin_multiplicity": 1, "homo_lumo_gap_ev": 10.5, "total_charge": 1, "smiles": "N/N=N/[C@@H](N)[NH3+]", "de_lowest_ev": 2.647, "elements": ["N", "C", "H", "H", "H", "H", "N", "H", "N", "H", "H", "H", "N", "N"], "xyz": [[-1.318, -1.168, -0.069], [-0.629, 0.286, 0.467], [-0.859, 1.938, -0.661], [-2.341, -1.108, -0.230], [-1.118, -2.023, 0.462], [-0.513, 0.009, 1.481], [0.591, 0.189, -0.193], [2.771, 0.424, -1.132], [1.660, -0.033, 0.461], [-2.100, 1.727, 0.525], [3.458, -0.425, 0.169], [-0.925, -1.297, -0.996], [2.714, 0.178, -0.173], [-1.390, 1.303, -0.110]]}

=====

{"formula": "CH8N5", "method": "ωB97M-V/def2-TZVPD", "spin_multiplicity": 1, "homo_lumo_gap_ev": 7.8, "total_charge": 1, "de_lowest_ev": 3.390, "elements": ["N", "H", "C", "H", "H", "N", "H", "N", "H", "N", "H", "H", "H", "N"], "xyz": [[1.607, 0.097, -0.363], [-1.081, -1.574, -0.919], [0.911, 0.206, 0.784], [1.143, 0.701, 2.812], [2.607, -0.178, -0.521], [-2.306, -0.145, -1.674], [-2.319, 0.753, -2.323], [1.592, 0.417, 1.932], [2.564, 0.372, 1.828], [-1.175, -0.665, -1.431], [-1.024, 0.166, 1.453], [0.881, 0.022, -1.207], [-3.005, -0.257, -0.938], [-0.395, 0.086, 0.567]]}

=====

{"formula": "CH8NO", "method": "ωB97M-V/def2-TZVPD", "spin_multiplicity": 1, "homo_lumo_gap_ev": 11.4, "total_charge": 1, "de_lowest_ev": 1.504, "elements": ["N", "H", "H", "H", "H", "H", "H", "C", "H", "H", "O"], "xyz": [[-1.693, 0.609, 0.254], [-2.331, -0.141, 0.525], [-2.470, 1.288, -0.030], [0.998, -1.092, 0.859], [1.763, -1.696, -0.674], [2.616, -0.470, 0.049], [-0.828, 0.624, -0.243], [1.557, -0.818, -0.053], [-1.367, 0.745, 1.173], [1.100, 0.822, -1.147], [0.655, 0.129, -0.713]]}

=====

{"formula": "CH8NO", "method": "ωB97M-V/def2-TZVPD", "spin_multiplicity": 1, "homo_lumo_gap_ev": 11.6, "total_charge": 1, "de_lowest_ev": 0.667, "elements": ["H", "H", "H", "H", "H", "H", "H", "H", "O", "N", "C"], "xyz": [[-0.891, 1.224, -2.079], [-0.405, 0.757, -0.516], [0.164, -1.904, 1.479], [0.133, 0.046, -1.822], [0.794, -0.412, 2.170], [1.284, -0.827, 0.500], [-1.479, -0.473, 1.266], [0.681, 1.645, -1.544], [-0.687, -0.155, 0.802], [-0.098, 0.999, -1.501], [0.505, -0.901, 1.245]]}

=====

{"formula": "CH8NO", "method": "ωB97M-V/def2-TZVPD", "spin_multiplicity": 1, "homo_lumo_gap_ev": 11.3, "total_charge": 1, "de_lowest_ev": 0.710, "elements": ["H", "H", "H", "H", "H", "H", "O", "H", "C", "N", "H"], "xyz": [[-0.741, -0.620, -1.452], [1.082, 0.018, 0.534], [-1.487, -1.107, 1.025], [1.424, 1.606, 0.301], [-2.079, 0.533, 0.413], [-2.448, -0.957, -0.388], [-0.464, -0.370, -0.561], [2.635, 0.588, 0.972], [-1.711, -0.461, 0.198], [1.847, 0.679, 0.333], [2.172, 0.466, -0.612]]}

=====

{"formula": "CH8Na6O7", "method": "ωB97M-V/def2-TZVPD", "spin_multiplicity": 1, "homo_lumo_gap_ev": 3.6, "total_charge": 4, "de_lowest_ev": 3.925, "elements": ["O", "O", "H", "H", "O", "C", "Na", "Na", "Na", "Na", "O", "H", "H", "H", "O", "Na", "H", "Na", "O", "H", "O", "H"], "xyz": [[0.179, -1.297, -0.833], [0.790, 0.672, -0.325], [2.800, 2.472, 3.435], [-0.617, 3.495, -0.017], [-0.404, -0.569, 4.098], [0.115, -0.094, -1.037], [-3.827, 2.728, -1.975], [3.169, -2.016, 0.945], [1.323, -3.445, -3.829], [-3.461, -1.992, -1.722], [-1.245, 4.217, 0.009], [-1.305, -0.890, 4.072], [-0.751, 4.952, 0.370], [-0.532, -4.612, -0.316], [2.945, 2.932, 2.608], [2.630, 1.997, -3.242], [2.417, 2.453, 1.970], [-1.826, 0.079, -5.633], [-0.844, -5.516, -0.336], [-0.955, -5.752, 0.585], [-0.327, 0.338, -2.075], [-0.274, -0.151, 3.247]]}

=====

{"formula": "CH8O2", "method": "ωB97M-V/def2-TZVPD", "spin_multiplicity": 2, "homo_lumo_gap_ev": [3.3, 10.7], "total_charge": -1, "de_lowest_ev": 0.660, "s_squared": 0.751, "elements": ["C", "O", "H", "H", "O", "H", "H", "H", "H", "H", "H"], "xyz": [[-1.748, 0.183, -1.358], [0.884, 1.517, 1.224], [2.372, -1.440, 1.214], [-1.435, -0.599, -0.572], [1.558, -1.134, 0.703], [1.367, 1.576, 2.061], [-0.976, -0.039, -2.164], [-2.631, 0.301, -1.801], [-1.518, 0.939, -0.643], [1.003, 0.654, 0.805], [1.125, -1.959, 0.530]]}

=====

{"formula": "CH8O2", "method": "ωB97M-V/def2-TZVPD", "spin_multiplicity": 1, "homo_lumo_gap_ev": 12.0, "total_charge": 0, "smiles": "C.O.O", "de_lowest_ev": 0.260, "elements": ["H", "H", "H", "H", "H", "H", "O", "C", "H", "O", "H"], "xyz": [[0.786, 2.328, 1.942], [-0.442, -0.413, -1.015], [-1.527, -0.113, -2.252], [0.635, 0.874, 1.392], [1.226, -1.164, 0.631], [2.383, -0.082, 0.488], [0.500, 1.801, 1.204], [-1.458, -0.652, -1.321], [-1.772, -1.676, -1.496], [1.864, -0.654, 1.055], [-2.195, -0.250, -0.628]]}

=====

{"formula": "CH8O2S", "method": "ωB97M-V/def2-TZVPD", "spin_multiplicity": 1, "homo_lumo_gap_ev": 4.9, "total_charge": 0, "de_lowest_ev": 7.186, "elements": ["S", "H", "C", "H", "H", "H", "O", "O", "H", "H", "H", "H"], "xyz": [[1.700, -0.146, -0.048], [-2.863, 1.052, -0.089], [0.571, 0.694, 1.001], [-0.349, 0.075, 1.044], [-2.522, -1.907, 1.616], [-1.351, -0.048, -0.993], [-2.088, 0.524, 0.130], [-0.911, -0.855, -1.430], [-0.155, -0.859, -0.829], [0.959, 0.800, 2.018], [0.273, 1.671, 0.624], [-2.009, -1.474, 1.858]]}

=====

{"formula": "CH8OSi2", "method": "ωB97M-V/def2-TZVPD", "spin_multiplicity": 1, "homo_lumo_gap_ev": 8.8, "total_charge": 0, "smiles": "C=[SiH2].O[SiH3]", "de_lowest_ev": 1.294, "elements": ["H", "H", "O", "H", "H", "C", "Si", "H", "H", "Si", "H", "H"], "xyz": [[-1.424, -1.649, 0.846], [0.246, -0.497, 0.511], [0.965, 0.045, 1.011], [-2.480, 1.028, 1.289], [1.470, 0.279, -1.336], [-1.309, -1.003, 0.027], [-2.042, 0.577, 0.014], [-2.317, 1.623, -1.133], [-0.965, -1.509, -0.963], [2.107, 0.276, -0.082], [2.644, 1.711, -0.065], [3.105, -0.882, -0.119]]}

=====

{"formula": "CH8P2Si2", "method": "ωB97M-V/def2-TZVPD", "spin_multiplicity": 1, "homo_lumo_gap_ev": 8.5, "total_charge": 0, "smiles": "[SiH3]C([SiH3])=P#[PH2]", "de_lowest_ev": 1.262, "elements": ["P", "Si", "H", "H", "C", "H", "H", "H", "H", "P", "H", "Si", "H"], "xyz": [[-2.682, 0.841, 0.256], [0.984, 1.689, 0.110], [1.556, 1.666, -1.231], [-3.666, -0.056, 0.831], [0.195, -0.345, 0.021], [1.838, -1.621, 1.324], [2.078, 2.165, 0.876], [1.046, -3.076, -0.533], [2.142, -1.557, -1.410], [-1.432, -0.884, 0.144], [-3.395, 0.260, -0.861], [1.485, -1.678, -0.119], [-0.148, 2.598, 0.593]]}

=====

{"formula": "CH9N2O", "method": "ωB97M-V/def2-TZVPD", "spin_multiplicity": 2, "homo_lumo_gap_ev": [11.3, 4.8], "total_charge": 2, "de_lowest_ev": 0.818, "s_squared": 0.753, "elements": ["H", "H", "H", "H", "H", "H", "H", "N", "H", "C", "N", "O", "H"], "xyz": [[-0.224, -1.540, 0.049], [0.170, -0.292, 1.111], [2.061, 1.325, 0.794], [-3.089, 1.012, 0.448], [2.228, -1.211, -0.426], [1.571, 0.222, -1.311], [-0.554, 0.007, -0.354], [-3.236, 0.463, -0.421], [-3.830, 0.918, -1.142], [1.604, -0.320, -0.358], [0.135, -0.581, 0.127], [2.215, 0.379, 0.647], [-3.724, -0.387, -0.069]]}

=====

{"formula": "CH9N2O", "method": "ωB97M-V/def2-TZVPD", "spin_multiplicity": 2, "homo_lumo_gap_ev": [11.2, 4.9], "total_charge": 2, "de_lowest_ev": 0.336, "s_squared": 0.755, "elements": ["H", "H", "C", "H", "H", "N", "N", "H", "O", "H", "H", "H", "H"], "xyz": [[-0.142, 0.878, -0.958], [-1.253, -1.925, 0.676], [-1.105, 0.239, 0.962], [-0.622, -1.376, 2.241], [0.848, 0.036, 0.063], [0.066, 0.694, 0.036], [-0.921, -1.159, 1.279], [2.319, -0.488, -1.728], [1.773, 0.212, -2.102], [0.427, 1.580, 0.418], [-1.129, 0.883, 1.835], [1.722, 0.048, -3.049], [-1.985, 0.379, 0.328]]}

=====

{"formula": "CH9N3O2", "method": "ωB97M-V/def2-TZVPD", "spin_multiplicity": 2, "homo_lumo_gap_ev": [1.9, 8.9], "total_charge": -1, "de_lowest_ev": 0.976, "s_squared": 0.752, "elements": ["H", "H", "O", "H", "H", "O", "N", "C", "N", "N", "H", "H", "H", "H", "H"], "xyz": [[-1.561, -2.434, 1.874], [-1.375, -0.972, -1.073], [-2.159, -1.522, -1.270], [0.553, -0.947, -0.033], [1.891, 2.484, -1.234], [-1.797, -1.608, 2.309], [1.663, 1.003, 0.917], [1.003, 0.887, -0.279], [0.301, -0.160, -0.636], [0.984, 2.032, -1.036], [1.863, 1.922, 1.264], [0.391, 1.912, -1.837], [-1.632, -0.914, 1.656], [1.867, 0.226, 1.510], [-1.992, -1.909, -2.131]]}